{"formula": "C17H45F6NO12S2V", "method": "the ωB97M-V functional and the def2-TZVPD basis", "species": ["V", "C", "O", "H", "H", "H", "C", "F", "F", "F", "S", "O", "O", "N", "S", "O", "O", "C", "F", "F", "F", "C", "C", "O", "H", "H", "H", "H", "H", "H", "C", "C", "O", "H", "H", "H", "H", "H", "H", "C", "C", "O", "H", "H", "H", "H", "H", "H", "C", "C", "O", "H", "H", "H", "H", "H", "H", "C", "C", "O", "H", "H", "H", "H", "H", "H", "C", "C", "O", "H", "H", "H", "H", "H", "H", "C", "C", "O", "H", "H", "H", "H", "H", "H"], "xyz": [[-2.245313, -1.068108, -0.024921], [-4.440103, -0.937008, -2.568711], [-4.133283, -1.419198, -1.288381], [-5.076453, -1.667998, -3.067531], [-4.805353, 0.085872, -2.477091], [-3.494143, -0.937008, -3.110251], [0.710937, 1.605482, 1.568289], [1.858637, 1.901002, 2.209889], [-0.303753, 1.831362, 2.455199], [0.555207, 2.392472, 0.506749], [0.788837, -0.319008, 1.282279], [2.177277, -0.676878, 1.241059], [-0.020753, -0.839308, 2.355799], [-0.250233, -0.334258, -0.141551], [0.889427, -0.463088, -1.275321], [2.045807, 0.458882, -1.191861], [1.241017, -1.829518, -1.553081], [-0.097693, 0.242572, -2.804521], [-0.297613, 1.507942, -2.748931], [0.586237, 0.061242, -3.920711], [-1.298983, -0.386998, -2.889291], [3.806977, 0.816642, -3.663911], [5.236697, 1.276372, -3.901971], [5.069127, 2.571442, -4.543081], [3.810587, -0.186778, -3.238181], [3.229967, 0.744202, -4.585821], [3.372437, 1.524272, -2.957851], [5.702637, 0.593922, -4.612791], [5.770737, 1.287352, -2.951831], [4.508007, 3.093532, -3.965011], [0.662207, -0.590178, 5.823399], [1.878407, 0.280292, 5.386469], [3.032657, 0.042192, 6.141289], [0.896477, -1.642378, 5.984949], [-0.304473, -0.450768, 5.339459], [0.486007, -0.240418, 6.840619], [1.676887, 1.351442, 5.375199], [2.098487, 0.139972, 4.328179], [3.090777, 0.674152, 6.861599], [5.947317, 2.728952, 0.613719], [4.479857, 2.723852, 0.139729], [3.892207, 4.016792, 0.216539], [6.368387, 1.739842, 0.433569], [5.794437, 2.815942, 1.689429], [6.581967, 3.508372, 0.192039], [3.876357, 2.024992, 0.718939], [4.442737, 2.337242, -0.878731], [3.550877, 4.165722, 1.101359], [-3.421273, 2.663032, -1.217511], [-2.672513, 2.630532, 0.058959], [-2.667293, 1.255632, 0.629479], [-3.722223, 3.620342, -1.643051], [-4.315633, 2.073712, -1.015261], [-2.893893, 2.067792, -1.962931], [-3.256803, 3.284212, 0.706579], [-1.725913, 3.132142, -0.142131], [-2.887903, 1.453742, 1.542539], [-1.878683, -2.883348, -4.700471], [-1.833733, -4.070678, -5.705731], [-1.054293, -3.845398, -6.882871], [-2.565903, -3.253918, -3.939871], [-2.188643, -1.916418, -5.096791], [-0.978273, -2.728818, -4.105931], [-2.817023, -4.371148, -6.067631], [-1.438673, -4.854258, -5.059181], [-0.790323, -4.629968, -7.369051], [-1.064693, -5.161738, 0.873949], [-0.530123, -3.859928, 0.204509], [-1.667813, -3.141458, -0.358021], [-1.792363, -4.953648, 1.658349], [-0.253043, -5.694928, 1.368949], [-1.524963, -5.740358, 0.073029], [0.139457, -4.229508, -0.572131], [0.074627, -3.315368, 0.929649], [-2.313103, -3.851138, -0.397551], [-3.563003, 1.182462, 5.694589], [-3.801693, 1.852182, 4.330299], [-2.958463, 1.365442, 3.300209], [-4.074393, 0.237212, 5.876439], [-3.913573, 1.843772, 6.486969], [-2.500873, 1.007872, 5.866389], [-3.544463, 2.904762, 4.448689], [-4.865093, 1.805892, 4.095509], [-2.085873, 1.565862, 3.646649]], "forces_ev_per_a": [[-2.48, 0.20, -1.37], [1.46, -0.54, 0.99], [2.29, 0.03, 2.20], [-0.57, 0.41, -0.21], [-0.54, 0.05, -0.59], [-0.20, 0.37, -0.72], [0.38, -0.46, 0.84], [-0.59, 0.21, -0.48], [0.69, 0.06, -0.91], [0.13, -0.79, 0.82], [-1.67, 1.80, 0.85], [-1.22, -0.06, -0.48], [-0.21, -0.16, -0.59], [3.15, -0.20, 1.77], [2.23, 1.25, -3.74], [-2.76, -1.06, 0.44], [-0.66, 0.16, -0.01], [0.35, -1.84, 0.24], [-0.57, 2.10, 1.09], [0.29, -1.05, -0.05], [0.59, 0.11, 0.16], [0.56, -0.74, 0.35], [-1.90, 0.44, -0.99], [1.29, -0.52, 0.26], [-0.19, 0.01, 0.36], [0.11, 0.36, -0.02], [-0.41, -0.25, -0.04], [0.37, 0.36, 0.00], [0.33, 0.32, -0.11], [-0.05, 0.07, 0.07], [0.66, 1.01, 1.47], [-1.04, -0.06, -1.28], [0.42, -0.41, 0.23], [0.17, 0.00, -0.64], [0.39, -0.01, -0.62], [-0.26, -0.02, 0.36], [-0.60, 0.16, 0.47], [0.34, -0.63, -0.02], [-0.10, -0.05, 0.00], [-1.41, -0.61, 0.59], [0.63, -0.07, -0.33], [-0.05, 0.08, -0.46], [0.18, 0.03, -0.06], [0.92, 0.33, 0.23], [-0.29, -0.01, 0.04], [0.23, -0.18, 0.14], [-0.31, 0.48, -0.26], [0.08, -0.12, 0.05], [-0.92, -1.88, -0.95], [-0.52, 0.56, -0.09], [0.56, 1.35, -1.36], [0.39, 0.11, 0.36], [-0.42, 0.17, -0.27], [0.10, 0.21, -0.31], [0.30, -0.23, 0.71], [0.61, -0.79, 0.74], [-0.08, -0.60, 0.94], [-0.18, -0.66, -0.48], [0.45, 0.31, 0.20], [0.44, 0.97, 0.43], [-0.52, 0.39, -0.01], [-0.20, -0.21, -0.09], [0.47, -0.17, -0.57], [-0.33, 0.18, 0.49], [0.19, -0.58, -0.43], [-0.30, -0.28, 0.45], [0.18, 1.17, -0.12], [0.17, -1.89, 0.70], [0.99, 0.06, 0.75], [-0.17, 0.12, -0.08], [0.03, -0.16, -0.37], [0.02, -0.45, 0.24], [-0.08, 0.67, -0.34], [-0.48, 0.64, -0.23], [-0.80, 0.42, -0.44], [-0.07, 0.02, 0.01], [-0.15, 0.45, 1.36], [-0.36, -0.37, 0.10], [-0.02, -0.09, -0.48], [0.04, 0.16, -0.02], [0.12, 0.08, -0.02], [-0.26, 0.25, 0.09], [0.22, -0.25, -0.57], [0.42, -0.26, -0.38]], "mulliken_spin": [3.010, 0.012, 0.001, -0.001, -0.001, -0.006, 0.009, 0.000, 0.001, 0.002, 0.053, -0.001, 0.017, -0.128, 0.018, 0.003, 0.001, 0.018, 0.004, -0.001, -0.009, 0.000, 0.000, 0.000, 0.000, 0.000, 0.000, 0.000, 0.000, 0.000, 0.000, 0.000, 0.000, 0.000, 0.000, 0.000, 0.000, 0.000, 0.000, 0.000, 0.000, 0.000, 0.000, 0.000, 0.000, 0.000, 0.000, 0.000, 0.004, 0.002, -0.001, 0.000, 0.000, 0.008, -0.002, 0.002, -0.009, -0.003, 0.000, 0.000, 0.001, 0.000, 0.000, 0.000, 0.000, 0.000, -0.002, 0.001, -0.022, 0.001, 0.000, 0.000, 0.001, -0.001, 0.006, 0.000, 0.002, 0.007, 0.000, 0.000, 0.000, 0.000, 0.000, 0.001], "orbital_gap_ev": [7.936, 7.901], "total_charge": 0, "s_squared": 3.760, "spin_multiplicity": 4, "energy_ha": -3971.7132}